(1)
A molecular structure, C16H31ClINO8Si2 at a distorted geometry. Source: the Open Molecules 2025 dataset; level of theory: ωB97M-V/def2-TZVPD.

Cartesian coordinates (Å):
C -4.33 -2.28 3.72
C -3.84 -2.61 2.68
C -3.23 -2.92 1.38
C -3.72 -1.86 0.36
C -3.41 -2.19 -1.11
Si -1.63 -2.45 -1.60
O -0.80 -3.42 -0.46
N 0.62 -3.39 -0.69
O 0.93 -3.98 -1.64
O -0.75 -1.07 -1.93
Si -0.74 0.19 -0.85
O -2.17 1.01 -0.96
Cl 0.71 1.51 -1.58
C -0.33 -0.27 0.91
C 1.02 0.29 1.45
C 1.56 -0.67 2.52
I 0.58 2.17 2.37
H -4.54 -1.85 4.66
H -2.16 -2.77 1.53
H -3.46 -3.94 1.08
H -4.81 -1.83 0.46
H -3.37 -0.89 0.69
H -3.87 -1.46 -1.78
H -3.91 -3.14 -1.33
H -1.62 -3.22 -2.85
H -2.44 1.32 -0.08
H -0.35 -1.34 1.12
H -1.12 0.17 1.53
H 1.79 0.36 0.69
H 2.52 -0.29 2.86
H 1.78 -1.61 2.00
H 0.86 -0.81 3.34
O 4.72 -2.17 2.39
C 5.00 -2.01 1.24
O 4.34 -1.07 0.53
C 4.71 -0.66 -0.79
C 4.11 -1.56 -1.84
C 6.01 -2.89 0.54
H 5.80 -0.58 -0.88
H 4.32 0.35 -0.90
H 4.47 -2.58 -1.76
H 4.35 -1.19 -2.84
H 3.02 -1.59 -1.74
H 5.51 -3.80 0.20
H 6.79 -3.15 1.25
H 6.50 -2.42 -0.31
O -3.11 3.82 1.24
C -2.58 4.14 0.22
O -1.37 4.72 0.26
C -0.57 4.95 -0.90
C -0.92 6.26 -1.58
C -3.28 3.99 -1.12
H -0.63 4.10 -1.59
H 0.46 4.98 -0.54
H -1.95 6.26 -1.94
H -0.26 6.44 -2.43
H -0.82 7.08 -0.88
H -3.92 4.85 -1.28
H -3.89 3.09 -1.08
H -2.60 3.88 -1.96

Output
2S+1 ... 1
Energy relative to the best compared isomer or geometry (same formula, charge and spin) ... 0.000 eV
Energy ... -71345.89745 eV
Frontier orbital gap ... 8.7 eV

Here are the natural (NBO) charges for atoms 1 to 5, given in e:
1. C -0.245
2. C -0.007
3. C -0.486
4. C -0.372
5. C -0.924

---

(2)
A single C16H31FNO molecule at a distorted geometry. Source: the Open Molecules 2025 dataset; level of theory: ωB97M-V/def2-TZVPD.

Cartesian coordinates (Å):
C 4.25 -0.05 2.36
C 3.47 0.04 1.06
C 4.29 0.89 0.07
C 2.08 0.70 1.34
C 0.93 -0.33 1.36
C -0.07 -0.22 0.19
C 0.69 -0.62 -1.08
C 1.07 -2.08 -1.20
F 1.56 -2.30 -2.50
C -0.58 1.22 0.11
C -1.95 1.45 -0.55
C -1.86 1.59 -2.08
C -2.47 2.81 -0.05
N -2.96 0.43 -0.15
O -3.49 0.69 0.99
C -2.52 -0.98 -0.26
C -2.42 -1.49 -1.69
C -3.60 -1.85 0.41
C -1.23 -1.17 0.55
H 5.27 -0.35 2.20
H 4.27 0.94 2.83
H 3.75 -0.71 3.06
H 3.34 -0.96 0.67
H 4.88 1.61 0.62
H 4.95 0.29 -0.55
H 3.66 1.46 -0.61
H 2.15 1.12 2.33
H 1.94 1.47 0.59
H 0.39 -0.25 2.30
H 1.37 -1.32 1.39
H 1.62 -0.06 -1.14
H 0.15 -0.38 -1.99
H 1.88 -2.31 -0.52
H 0.23 -2.75 -1.08
H 0.14 1.78 -0.49
H -0.57 1.70 1.08
H -1.65 2.61 -2.36
H -1.12 0.95 -2.53
H -2.85 1.38 -2.48
H -1.98 3.61 -0.60
H -2.30 2.95 1.00
H -3.53 2.89 -0.25
H -2.02 -2.50 -1.64
H -1.76 -0.93 -2.33
H -3.41 -1.58 -2.13
H -4.57 -1.55 0.07
H -3.53 -1.82 1.49
H -3.44 -2.87 0.05
H -1.51 -0.93 1.57
H -0.94 -2.21 0.55

Output
2S+1 ... 2
Energy relative to the best compared isomer or geometry (same formula, charge and spin) ... 0.000 eV
Energy ... -23348.03489 eV
Expectation value of S² ... 0.754
Frontier orbital gap (spin up / spin down) ... 9.3 / 9.8 eV

Here are the natural (NBO) charges for atoms 1 to 5, given in e:
1. C -0.597
2. C -0.213
3. C -0.608
4. C -0.413
5. C -0.384

---

What did the first record say?
A molecular structure, C16H31ClINO8Si2 at a distorted geometry. Source: the Open Molecules 2025 dataset; level of theory: ωB97M-V/def2-TZVPD.

Cartesian coordinates (Å):
C -4.33 -2.28 3.72
C -3.84 -2.61 2.68
C -3.23 -2.92 1.38
C -3.72 -1.86 0.36
C -3.41 -2.19 -1.11
Si -1.63 -2.45 -1.60
O -0.80 -3.42 -0.46
N 0.62 -3.39 -0.69
O 0.93 -3.98 -1.64
O -0.75 -1.07 -1.93
Si -0.74 0.19 -0.85
O -2.17 1.01 -0.96
Cl 0.71 1.51 -1.58
C -0.33 -0.27 0.91
C 1.02 0.29 1.45
C 1.56 -0.67 2.52
I 0.58 2.17 2.37
H -4.54 -1.85 4.66
H -2.16 -2.77 1.53
H -3.46 -3.94 1.08
H -4.81 -1.83 0.46
H -3.37 -0.89 0.69
H -3.87 -1.46 -1.78
H -3.91 -3.14 -1.33
H -1.62 -3.22 -2.85
H -2.44 1.32 -0.08
H -0.35 -1.34 1.12
H -1.12 0.17 1.53
H 1.79 0.36 0.69
H 2.52 -0.29 2.86
H 1.78 -1.61 2.00
H 0.86 -0.81 3.34
O 4.72 -2.17 2.39
C 5.00 -2.01 1.24
O 4.34 -1.07 0.53
C 4.71 -0.66 -0.79
C 4.11 -1.56 -1.84
C 6.01 -2.89 0.54
H 5.80 -0.58 -0.88
H 4.32 0.35 -0.90
H 4.47 -2.58 -1.76
H 4.35 -1.19 -2.84
H 3.02 -1.59 -1.74
H 5.51 -3.80 0.20
H 6.79 -3.15 1.25
H 6.50 -2.42 -0.31
O -3.11 3.82 1.24
C -2.58 4.14 0.22
O -1.37 4.72 0.26
C -0.57 4.95 -0.90
C -0.92 6.26 -1.58
C -3.28 3.99 -1.12
H -0.63 4.10 -1.59
H 0.46 4.98 -0.54
H -1.95 6.26 -1.94
H -0.26 6.44 -2.43
H -0.82 7.08 -0.88
H -3.92 4.85 -1.28
H -3.89 3.09 -1.08
H -2.60 3.88 -1.96

Output
2S+1 ... 1
Energy relative to the best compared isomer or geometry (same formula, charge and spin) ... 0.000 eV
Energy ... -71345.89745 eV
Frontier orbital gap ... 8.7 eV

Here are the natural (NBO) charges for atoms 1 to 5, given in e:
1. C -0.245
2. C -0.007
3. C -0.486
4. C -0.372
5. C -0.924